[1]
This record from the OMol25 dataset describes a cluster of 5 separate species, C12H37N3O5 in total. The level of theory is the ωB97M-V functional and the def2-TZVPD basis.

Geometry as ORCA input:
```
! wB97M-V def2-TZVPD RIJCOSX def2/J DEFGRID3
* xyz 0 1
C -2.49 4.81 -3.51
O -3.83 4.28 -3.43
C -4.88 5.04 -3.97
C -6.25 4.56 -3.40
C -7.35 5.52 -3.86
N -6.30 4.56 -1.93
H -2.20 5.03 -4.54
H -1.74 4.20 -3.01
H -2.54 5.70 -2.90
H -4.69 6.05 -3.61
H -4.84 5.05 -5.06
H -6.30 3.55 -3.78
H -7.02 6.55 -3.75
H -8.25 5.37 -3.25
H -7.51 5.42 -4.93
H -6.02 5.49 -1.64
H -5.81 3.83 -1.43
C 8.87 -1.66 0.66
O 9.43 -0.44 0.35
C 10.73 -0.31 0.99
C 11.37 1.07 0.56
C 12.34 0.78 -0.63
N 12.24 1.69 1.58
H 9.59 -2.48 0.62
H 7.94 -1.95 0.16
H 8.56 -1.64 1.70
H 10.69 -0.34 2.08
H 11.38 -1.12 0.67
H 10.58 1.77 0.26
H 13.16 0.12 -0.35
H 12.78 1.73 -0.93
H 11.94 0.36 -1.56
H 11.64 2.03 2.32
H 12.74 2.43 1.13
C -4.90 -3.12 0.99
O -5.91 -3.93 1.50
C -7.02 -4.07 0.61
C -8.07 -5.02 1.15
C -8.17 -5.18 2.65
N -7.91 -6.47 0.66
H -4.03 -2.94 1.62
H -5.27 -2.11 0.80
H -4.46 -3.40 0.03
H -7.68 -3.21 0.53
H -6.80 -4.35 -0.42
H -9.07 -4.79 0.77
H -9.06 -5.77 2.88
H -8.40 -4.24 3.14
H -7.33 -5.66 3.16
H -7.42 -6.61 -0.21
H -7.35 -6.94 1.36
O 4.84 -2.85 6.55
H 4.07 -3.34 6.84
H 5.56 -3.20 7.07
O 1.78 -0.09 2.32
H 2.02 0.48 1.59
H 2.60 -0.23 2.79
*
```

Computed properties:
Kohn-Sham gap in eV: 9.82
HOMO energy in Ha: -0.33396
ΔE to the lowest compared entry with this formula, charge and spin in kcal/mol: 57.6



[2]
This record from the OMol25 dataset describes a structure of composition C12H38BNbO16P3. The level of theory is the ωB97M-V functional and the def2-TZVPD basis.

Geometry as ORCA input:
```
! wB97M-V def2-TZVPD RIJCOSX def2/J DEFGRID3
* xyz -1 1
C 0.60 0.95 0.04
O 0.48 2.38 0.19
B -0.78 2.90 -0.27
O -1.07 4.27 0.14
Nb -2.36 1.76 -1.53
C -4.08 2.41 -0.12
C -4.82 1.05 0.26
O -5.79 0.63 -0.38
O -4.26 0.32 1.38
H 1.58 0.64 0.55
H -0.22 0.37 0.57
H 0.72 0.64 -1.05
H -2.03 4.37 0.08
H -2.21 0.28 -0.47
H -3.62 0.84 -2.52
H -2.52 3.27 -2.56
H -1.06 1.08 -2.65
H -3.66 2.85 0.86
H -4.80 3.14 -0.63
H -3.89 -0.52 1.04
C -3.90 -3.44 2.38
O -2.85 -3.85 3.25
P -2.07 -2.56 4.07
O -1.31 -2.13 2.83
O -1.14 -3.62 4.93
C -1.50 -4.99 5.09
O -1.41 -1.28 5.00
C -1.76 -1.24 6.38
H -4.34 -4.33 1.92
H -4.68 -2.92 2.95
H -3.52 -2.78 1.60
H -1.23 -5.55 4.19
H -2.56 -5.10 5.31
H -0.93 -5.39 5.93
H -1.27 -2.05 6.92
H -2.85 -1.33 6.48
H -1.43 -0.29 6.79
C 0.83 -2.74 -5.56
O -0.35 -2.44 -6.31
P -0.80 -0.79 -6.27
O -1.34 -0.86 -4.85
O -2.03 -1.07 -7.34
C -2.06 -2.22 -8.17
O -1.13 0.89 -6.39
C -0.84 1.50 -7.65
H 1.04 -3.81 -5.66
H 1.67 -2.17 -5.96
H 0.68 -2.50 -4.51
H -2.43 -3.08 -7.60
H -1.08 -2.43 -8.61
H -2.76 -2.03 -8.99
H -1.56 1.19 -8.40
H 0.17 1.24 -7.96
H -0.91 2.58 -7.53
C 8.11 2.15 3.76
O 7.06 2.74 3.01
P 5.84 1.63 2.53
O 6.70 1.01 1.44
O 4.93 2.85 1.90
C 5.11 4.21 2.25
O 4.55 0.54 2.25
C 3.37 0.74 3.04
H 8.82 2.94 4.03
H 7.72 1.70 4.68
H 8.63 1.40 3.17
H 5.96 4.63 1.70
H 5.25 4.32 3.33
H 4.21 4.76 1.97
H 2.84 1.64 2.72
H 3.65 0.82 4.10
H 2.71 -0.12 2.90
*
```

Computed properties:
Kohn-Sham gap in eV: 3.69
HOMO energy in Ha: -0.15228
ΔE to the lowest compared entry with this formula, charge and spin in kcal/mol: 84.9



[3]
This record from the OMol25 dataset describes a cluster of 8 separate species, C12H38ClN4O16 in total. The level of theory is the ωB97M-V functional and the def2-TZVPD basis.

Geometry as ORCA input:
```
! wB97M-V def2-TZVPD RIJCOSX def2/J DEFGRID3
* xyz 0 2
Cl -27.67 -0.04 -3.80
O -26.30 -0.47 -3.50
O -28.57 -0.75 -2.91
O -27.79 1.35 -3.53
O -28.00 -0.36 -5.12
C -23.96 2.65 -4.35
O -23.33 3.71 -4.51
N -25.20 2.63 -4.29
N -23.45 1.57 -3.87
H -25.62 1.83 -3.85
H -25.62 3.52 -4.52
H -24.06 0.80 -4.06
H -22.45 1.58 -3.73
C -24.91 -4.18 -2.14
O -24.65 -3.79 -0.99
N -25.39 -3.44 -3.13
N -24.59 -5.30 -2.66
H -25.49 -3.93 -4.01
H -25.66 -2.46 -3.08
H -25.20 -5.66 -3.38
H -24.03 -5.73 -1.94
C -26.92 -3.73 -6.29
C -25.81 -2.80 -6.71
O -25.24 -3.22 -7.95
O -26.43 -4.73 -5.41
H -27.58 -4.09 -7.08
H -27.56 -3.10 -5.69
H -25.02 -2.40 -6.07
H -26.30 -1.86 -6.97
H -24.74 -2.49 -8.33
H -26.20 -5.45 -5.99
C -31.84 0.28 -4.30
C -32.35 1.21 -3.21
O -31.39 1.88 -2.45
O -31.67 -1.05 -4.03
H -30.97 0.59 -4.88
H -32.55 0.32 -5.12
H -32.94 0.65 -2.48
H -33.08 1.83 -3.73
H -30.83 1.29 -1.94
H -30.72 -1.11 -4.04
C -28.88 5.55 -0.97
C -27.58 4.95 -1.54
O -27.61 3.52 -1.32
O -29.22 5.46 0.35
H -29.72 5.05 -1.46
H -29.11 6.54 -1.38
H -26.75 5.38 -0.98
H -27.55 5.07 -2.62
H -27.43 2.91 -2.04
H -30.11 5.80 0.45
C -25.87 0.13 -0.37
C -26.72 -1.02 0.26
O -26.68 -0.95 1.66
O -24.85 0.74 0.52
H -26.52 0.82 -0.91
H -25.40 -0.51 -1.13
H -26.31 -2.00 0.00
H -27.74 -0.96 -0.13
H -27.05 -1.77 1.99
H -24.33 1.29 -0.06
C -29.86 3.36 -5.29
C -29.73 4.30 -6.51
O -28.63 5.12 -6.29
O -31.10 3.73 -4.58
H -29.01 3.46 -4.62
H -30.01 2.31 -5.54
H -30.65 4.83 -6.75
H -29.65 3.68 -7.40
H -28.49 5.59 -7.11
H -31.12 3.29 -3.73
*
```

Computed properties:
Kohn-Sham gap (spin up / spin down) in eV: 8.76 / 2.62
HOMO energy (spin up / spin down) in Ha: -0.33837 / -0.33833
<S²>: 0.7545



[4]
This record from the OMol25 dataset describes a cluster of 6 separate species, C12H38N2O6 in total. The level of theory is the ωB97M-V functional and the def2-TZVPD basis.

Geometry as ORCA input:
```
! wB97M-V def2-TZVPD RIJCOSX def2/J DEFGRID3
* xyz 0 1
C 2.38 1.00 -2.96
O 2.81 2.26 -2.47
C 1.91 3.30 -2.85
C 1.93 3.62 -4.33
C 3.27 4.19 -4.85
N 0.88 4.51 -4.73
H 2.36 0.87 -4.04
H 1.44 0.86 -2.43
H 2.99 0.19 -2.56
H 0.95 3.10 -2.38
H 2.29 4.20 -2.37
H 1.81 2.77 -5.00
H 4.16 3.59 -4.65
H 3.49 5.18 -4.44
H 3.09 4.33 -5.92
H 0.75 4.54 -5.74
H 0.87 5.45 -4.36
C 2.24 -2.45 -0.88
O 0.97 -1.87 -0.69
C 0.91 -0.81 0.25
C -0.67 -0.40 0.33
C -0.75 0.89 1.21
N -1.45 -1.46 1.00
H 2.88 -1.79 -1.47
H 2.24 -3.30 -1.56
H 2.88 -2.63 -0.02
H 1.41 -1.13 1.16
H 1.50 0.00 -0.20
H -1.01 -0.17 -0.68
H -1.77 1.25 1.32
H -0.16 1.69 0.77
H -0.30 0.84 2.21
H -1.16 -2.33 0.59
H -1.19 -1.56 1.97
C -1.41 -2.60 4.34
O -0.43 -1.73 3.90
H -0.99 -3.30 5.07
H -2.20 -1.98 4.77
H -1.92 -3.15 3.55
H 0.41 -2.16 4.06
C 2.86 -2.67 3.46
O 1.79 -3.40 3.99
H 2.80 -2.35 2.41
H 2.74 -1.80 4.11
H 3.88 -3.04 3.58
H 1.99 -4.33 3.82
C -4.63 -1.96 2.76
O -3.83 -0.82 3.05
H -4.43 -2.11 1.70
H -4.28 -2.83 3.32
H -5.70 -1.77 2.86
H -2.98 -0.90 2.61
C -4.92 0.62 -0.38
O -3.74 1.31 -0.76
H -5.73 1.12 -0.91
H -5.08 -0.40 -0.75
H -5.22 0.70 0.66
H -2.96 0.84 -0.44
*
```

Computed properties:
Kohn-Sham gap in eV: 9.32
HOMO energy in Ha: -0.32944
ΔE to the lowest compared entry with this formula, charge and spin in kcal/mol: 78.0



| no. | maximum force (eV/A) |
| --- | --- |
| 1 | 3.8 |
| 2 | 9.7 |
| 3 | 7.9 |
| 4 | 3.9 |